[1]
{"formula": "C24H41ClFNO7S", "method": "ωB97M-V with the def2-TZVPD basis set", "species": ["C", "O", "C", "C", "C", "C", "C", "C", "C", "C", "C", "C", "O", "O", "C", "C", "N", "C", "C", "C", "F", "C", "C", "C", "C", "C", "S", "O", "O", "Cl", "C", "O", "C", "C", "O", "H", "H", "H", "H", "H", "H", "H", "H", "H", "H", "H", "H", "H", "H", "H", "H", "H", "H", "H", "H", "H", "H", "H", "H", "H", "H", "H", "H", "H", "H", "H", "H", "H", "H", "H", "H", "H", "H", "H", "H", "H"], "xyz": [[7.978, 3.409, -0.092], [7.541, 2.145, -0.544], [6.859, 1.370, 0.421], [7.037, -0.103, 0.073], [5.944, -0.976, 0.735], [4.952, -1.621, -0.263], [3.601, -0.904, -0.249], [2.477, -1.646, -0.965], [1.274, -0.698, -1.248], [-0.038, -1.345, -0.776], [-1.281, -0.660, -1.404], [-1.014, 0.838, -1.735], [-1.001, 1.123, -2.944], [-0.840, 1.588, -0.757], [-1.547, -1.401, -2.742], [-2.955, -1.010, -2.983], [-3.549, -0.716, -1.885], [-4.937, -0.248, -1.883], [-5.116, 1.241, -2.281], [-5.497, 2.180, -1.136], [-3.976, 1.725, -2.883], [-2.627, -0.897, -0.670], [-3.083, 0.167, 0.328], [-2.182, 0.376, 1.549], [-3.017, 0.766, 2.780], [-3.602, 2.183, 2.663], [-2.547, 3.450, 3.327], [-1.856, 2.924, 4.463], [-3.325, 4.634, 3.528], [-1.248, 3.829, 1.822], [-2.859, -2.355, -0.225], [-2.706, -2.594, 1.175], [-1.674, -3.432, 1.500], [-0.685, -2.973, 2.522], [-1.608, -4.515, 1.027], [7.299, 4.205, -0.408], [8.949, 3.610, -0.546], [8.103, 3.442, 0.992], [5.793, 1.626, 0.435], [7.257, 1.546, 1.426], [8.015, -0.438, 0.413], [6.961, -0.178, -1.010], [5.368, -0.318, 1.392], [6.368, -1.738, 1.388], [5.379, -1.527, -1.263], [4.849, -2.689, -0.069], [3.298, -0.789, 0.796], [3.736, 0.100, -0.655], [2.825, -2.093, -1.898], [2.123, -2.466, -0.335], [1.244, -0.536, -2.324], [1.431, 0.245, -0.734], [0.027, -2.385, -1.093], [-0.055, -1.272, 0.311], [-0.969, -0.982, -3.563], [-1.438, -2.484, -2.702], [-3.485, -0.928, -3.922], [-5.474, -0.855, -2.609], [-5.422, -0.420, -0.928], [-5.915, 1.271, -3.025], [-6.063, 3.010, -1.554], [-4.574, 2.615, -0.754], [-6.058, 1.678, -0.354], [-4.071, -0.116, 0.702], [-3.122, 1.114, -0.204], [-1.469, 1.175, 1.377], [-1.641, -0.515, 1.831], [-3.878, 0.103, 2.890], [-2.430, 0.717, 3.695], [-3.863, 2.434, 1.636], [-4.510, 2.273, 3.259], [-3.898, -2.601, -0.461], [-2.243, -3.060, -0.775], [-1.093, -3.204, 3.508], [0.243, -3.518, 2.394], [-0.489, -1.908, 2.491]], "forces_ev_per_angstrom": [[0.14, 0.09, -0.31], [0.27, -0.01, 0.35], [0.04, -0.23, -0.15], [-0.54, -0.07, 0.38], [-0.17, 0.15, -0.20], [0.25, 0.42, 0.08], [0.17, -0.62, 0.18], [-0.39, 0.65, 0.02], [0.43, -1.01, 0.08], [0.14, 1.04, -0.11], [0.63, -1.79, -0.16], [-0.03, 0.84, -0.09], [-0.11, -0.09, -0.17], [-0.01, -0.22, 0.15], [-0.39, 0.86, -0.58], [0.20, -0.03, 0.60], [-0.31, -0.24, -0.34], [-0.16, -0.04, -0.23], [-0.40, 0.30, 0.43], [0.50, 0.10, -0.59], [-0.01, -0.22, -0.15], [-0.12, 0.96, -0.27], [0.67, -0.29, 0.44], [-0.40, 0.22, 0.98], [-0.19, 0.40, -0.40], [-0.01, -0.59, -0.12], [-0.60, 0.53, 0.86], [0.41, -0.21, -0.36], [0.00, 0.01, -0.46], [0.02, -0.15, 0.07], [-0.87, -0.35, 0.10], [0.62, 1.09, 0.00], [0.12, 0.15, 0.42], [-0.27, 0.43, 0.44], [0.11, -1.22, -0.94], [-0.15, -0.01, 0.12], [0.01, -0.01, -0.03], [-0.07, -0.03, 0.08], [-0.05, 0.05, -0.03], [0.00, 0.17, 0.03], [0.19, 0.07, -0.30], [0.23, -0.13, -0.07], [-0.05, -0.09, 0.17], [0.19, -0.02, -0.08], [-0.05, -0.20, -0.11], [-0.18, -0.03, 0.09], [-0.05, 0.19, 0.02], [-0.08, 0.06, -0.07], [0.08, -0.01, -0.03], [0.19, -0.14, 0.06], [-0.16, 0.36, -0.02], [-0.15, 0.19, -0.15], [-0.32, -0.22, 0.28], [-0.05, -0.17, 0.10], [0.32, -0.12, 0.14], [-0.06, -0.11, 0.01], [0.04, -0.03, -0.09], [0.07, -0.09, -0.05], [0.25, -0.12, 0.17], [0.06, -0.07, -0.10], [-0.19, 0.00, 0.16], [-0.02, -0.10, 0.28], [-0.08, 0.05, 0.06], [-0.13, 0.01, -0.11], [-0.16, 0.00, -0.10], [0.19, -0.21, -0.38], [0.12, -0.16, -0.25], [0.10, -0.21, 0.07], [0.03, -0.10, 0.03], [0.09, 0.21, -0.02], [0.05, 0.21, 0.18], [-0.05, -0.04, 0.04], [0.09, 0.02, -0.05], [0.04, 0.01, 0.06], [-0.02, -0.14, -0.05], [-0.02, 0.09, -0.01]], "lowdin_charge": [-0.11, -0.18, -0.25, -0.17, -0.20, -0.21, -0.23, -0.20, -0.16, -0.11, -0.25, -0.67, 0.00, -0.02, -0.06, 0.07, 0.03, -0.05, -0.34, -0.02, 0.02, -0.23, -0.10, -0.17, -0.20, -0.27, 0.32, -0.33, -0.35, 0.46, -0.07, 0.00, -0.53, 0.03, 0.15, 0.08, 0.08, 0.08, 0.12, 0.12, 0.11, 0.11, 0.09, 0.10, 0.10, 0.11, 0.12, 0.12, 0.11, 0.10, 0.12, 0.11, 0.11, 0.11, 0.14, 0.14, 0.17, 0.13, 0.12, 0.14, 0.08, 0.08, 0.08, 0.12, 0.11, 0.07, 0.07, 0.11, 0.11, 0.09, 0.11, 0.14, 0.12, 0.10, 0.10, 0.06], "gap_ev": 7.7, "homo_ev": -8.388, "e_lumo_ev": -0.67}

[2]
{"formula": "C23H35N2O", "method": "ωB97M-V with the def2-TZVPD basis set", "species": ["O", "C", "C", "N", "C", "C", "C", "C", "C", "C", "C", "C", "C", "C", "C", "C", "N", "C", "C", "C", "C", "C", "C", "C", "C", "C", "H", "H", "H", "H", "H", "H", "H", "H", "H", "H", "H", "H", "H", "H", "H", "H", "H", "H", "H", "H", "H", "H", "H", "H", "H", "H", "H", "H", "H", "H", "H", "H", "H", "H", "H"], "xyz": [[0.369, -0.738, 1.937], [0.834, -0.998, 0.826], [-0.079, -0.668, -0.382], [-1.256, -0.004, 0.207], [-2.536, -0.751, 0.002], [-2.971, -0.765, -1.469], [-3.862, -1.983, -1.755], [-4.737, -2.296, -0.547], [-3.880, -2.739, 0.649], [-2.457, -2.169, 0.562], [-1.298, 1.471, -0.087], [-2.539, 2.145, 0.499], [-2.521, 3.647, 0.200], [-1.272, 4.306, 0.768], [-0.034, 3.632, 0.194], [-0.049, 2.136, 0.502], [2.019, -1.539, 0.629], [2.878, -1.738, 1.796], [4.361, -1.787, 1.418], [4.671, -0.810, 0.324], [5.748, 0.061, 0.340], [5.961, 0.912, -0.732], [5.100, 0.904, -1.817], [4.014, 0.044, -1.835], [3.808, -0.816, -0.770], [2.644, -1.764, -0.665], [-0.369, -1.589, -0.886], [0.424, -0.016, -1.095], [-1.003, -0.101, 1.247], [-3.285, -0.231, 0.601], [-3.526, 0.147, -1.695], [-2.104, -0.792, -2.130], [-3.252, -2.856, -1.992], [-4.483, -1.777, -2.626], [-5.316, -1.407, -0.291], [-5.448, -3.081, -0.800], [-3.817, -3.826, 0.682], [-4.352, -2.413, 1.576], [-1.855, -2.814, -0.079], [-2.001, -2.164, 1.554], [-1.309, 1.587, -1.177], [-2.561, 1.994, 1.580], [-3.452, 1.737, 0.067], [-3.414, 4.101, 0.629], [-2.556, 3.801, -0.880], [-1.268, 5.367, 0.519], [-1.269, 4.217, 1.855], [0.868, 4.074, 0.618], [-0.002, 3.783, -0.887], [-0.049, 1.994, 1.585], [0.867, 1.693, 0.109], [2.687, -0.909, 2.483], [2.581, -2.663, 2.301], [4.619, -2.793, 1.071], [4.959, -1.584, 2.306], [6.420, 0.069, 1.183], [6.804, 1.586, -0.721], [5.271, 1.569, -2.649], [3.341, 0.033, -2.681], [1.934, -1.625, -1.477], [2.997, -2.802, -0.692]], "forces_ev_per_angstrom": [[0.11, -0.05, 0.30], [-0.47, 0.11, -0.29], [0.50, -0.28, 0.01], [-0.03, 0.04, 0.77], [-0.35, -0.41, -0.20], [-0.07, -0.04, 0.07], [-0.17, 0.11, 0.06], [0.04, -0.14, -0.12], [0.01, 0.06, -0.06], [-0.05, 0.10, 0.20], [-0.02, 0.56, 0.09], [-0.07, 0.01, -0.34], [0.11, -0.02, 0.30], [0.00, 0.03, -0.33], [-0.07, -0.04, 0.25], [0.07, 0.09, -0.26], [0.03, -0.13, 0.10], [0.06, -0.04, 0.59], [-0.06, 0.00, -0.13], [0.03, 0.01, -0.03], [-0.09, -0.05, -0.02], [0.03, 0.05, -0.04], [0.02, 0.08, -0.04], [-0.01, -0.11, 0.04], [-0.02, 0.02, -0.05], [0.26, 0.07, -0.29], [0.00, 0.12, 0.00], [-0.10, -0.03, 0.02], [-0.16, 0.08, -0.55], [0.16, 0.06, -0.03], [0.05, 0.07, -0.04], [0.08, 0.08, -0.02], [0.04, -0.03, -0.07], [0.06, -0.05, -0.06], [-0.09, 0.03, 0.01], [-0.09, 0.06, 0.03], [-0.01, -0.01, 0.05], [0.02, -0.05, 0.07], [0.10, 0.01, -0.03], [0.09, -0.03, -0.01], [0.02, -0.11, 0.04], [-0.04, -0.09, 0.09], [-0.02, -0.11, 0.07], [-0.06, -0.02, -0.08], [-0.06, 0.03, -0.07], [0.00, 0.05, 0.08], [0.00, 0.04, 0.09], [0.06, -0.02, -0.08], [0.06, 0.04, -0.07], [0.02, -0.08, 0.04], [0.04, -0.09, 0.04], [0.04, -0.14, -0.08], [0.02, 0.11, 0.03], [0.02, -0.02, 0.08], [-0.02, -0.08, 0.00], [0.08, 0.01, 0.11], [0.09, 0.07, 0.00], [0.03, 0.07, -0.08], [-0.08, 0.00, -0.11], [0.00, -0.05, 0.02], [-0.15, 0.05, -0.08]], "lowdin_charge": [0.06, -0.40, -0.03, -0.05, -0.26, -0.13, -0.18, -0.19, -0.17, -0.14, -0.24, -0.14, -0.18, -0.20, -0.18, -0.14, -0.02, -0.10, -0.10, -0.18, -0.02, -0.07, -0.07, -0.03, -0.16, -0.06, 0.13, 0.14, 0.15, 0.15, 0.12, 0.12, 0.12, 0.12, 0.12, 0.12, 0.12, 0.12, 0.12, 0.13, 0.16, 0.14, 0.11, 0.12, 0.12, 0.12, 0.12, 0.12, 0.12, 0.13, 0.11, 0.13, 0.14, 0.13, 0.13, 0.12, 0.11, 0.11, 0.11, 0.12, 0.15], "gap_ev": 9.7, "homo_ev": -11.775, "smiles": "O=C(C[NH+](C1CCCCC1)C1CCCCC1)N1CCc2ccccc2C1", "charge": 1, "e_lumo_ev": -2.10}

[3]
{"formula": "C4H8N4", "method": "ωB97M-V with the def2-TZVPD basis set", "species": ["C", "C", "C", "C", "H", "H", "H", "H", "H", "H", "H", "H", "N", "N", "N", "N"], "xyz": [[-1.755, 1.150, -0.722], [-1.305, 0.189, 0.337], [-2.024, -1.093, 0.355], [1.860, -0.407, -0.773], [-2.900, 1.366, -0.563], [-1.115, 1.997, -0.930], [-1.572, 0.798, -1.712], [-1.572, 0.253, 1.463], [-2.192, -1.292, 1.798], [-3.207, -0.773, -0.148], [-1.162, -1.897, -0.205], [2.855, -0.905, -1.298], [0.255, -0.017, 0.324], [0.542, -0.736, -0.782], [2.320, 0.329, 0.346], [1.197, 0.628, 1.028]], "forces_ev_per_angstrom": [[-1.53, 0.85, 0.24], [1.65, 1.03, 4.13], [-1.25, -2.99, 0.66], [4.52, -1.89, 0.54], [2.45, 0.01, -0.47], [-0.15, 1.09, 1.39], [-0.62, -1.66, -0.84], [1.09, 2.81, -2.01], [0.17, -0.60, -4.79], [3.73, -1.92, 1.50], [-3.71, 1.59, 1.52], [-3.45, 1.24, 0.63], [-4.69, 0.19, 0.14], [4.52, 2.69, 1.63], [-2.82, -0.53, -1.27], [0.08, -1.90, -3.01]], "lowdin_charge": [-0.09, -0.49, -0.13, -0.22, 0.12, 0.07, 0.06, 0.12, 0.17, 0.15, 0.13, 0.15, -0.20, 0.09, -0.01, 0.06], "gap_ev": 11.2, "homo_ev": -10.538, "de_lowest_kj_mol": 655.4, "e_lumo_ev": 0.68}

[4]
{"formula": "C6H6N2O3", "method": "ωB97M-V with the def2-TZVPD basis set", "species": ["C", "C", "C", "C", "N", "C", "O", "C", "N", "O", "O", "H", "H", "H", "H", "H", "H"], "xyz": [[-1.970, 0.606, 0.847], [-0.689, 0.445, 0.064], [-0.738, -0.293, -1.217], [0.143, -1.338, -1.385], [0.940, -1.934, -0.497], [1.742, -1.644, 0.311], [2.443, -1.559, 1.177], [0.412, 0.849, 0.665], [1.638, 1.142, 0.045], [2.363, 2.034, 0.545], [2.009, 0.381, -0.866], [-2.720, -0.118, 0.483], [-2.334, 1.629, 0.615], [-1.903, 0.439, 1.875], [-1.520, -0.091, -1.889], [-0.038, -1.910, -2.379], [0.221, 1.363, 1.605]], "forces_ev_per_angstrom": [[-1.01, 0.28, -2.70], [-1.11, -1.84, -0.99], [2.50, -0.69, 2.14], [-3.52, 0.11, -3.41], [-1.70, -1.25, -2.34], [-1.00, -0.14, -0.68], [3.57, 0.54, 3.83], [-0.50, 1.98, 1.38], [2.89, -0.15, 0.44], [-1.64, -1.36, -1.12], [0.03, 1.75, 0.50], [0.23, 0.41, 0.02], [-0.08, -0.55, 0.42], [0.53, 0.06, 1.67], [-0.66, 0.08, -0.97], [0.62, 0.78, 1.85], [0.86, -0.02, -0.05]], "lowdin_charge": [-0.03, -0.23, -0.02, -0.13, 0.16, -0.38, 0.25, -0.03, -0.33, 0.06, 0.04, 0.09, 0.11, 0.06, 0.09, 0.15, 0.14], "gap_ev": [8.6, 8.6], "homo_ev": [-9.295, -9.294], "smiles": "CC(/C=C\\N=C=O)=C/[N+](=O)[O-]", "de_lowest_kj_mol": 382.3, "e_lumo_ev": [-0.65, -0.65]}

[5]
{"formula": "C2F3MnNO5S", "method": "ωB97M-V with the def2-TZVPD basis set", "species": ["Mn", "N", "S", "O", "O", "C", "F", "F", "F", "O", "O", "C", "O"], "xyz": [[-0.830, -0.684, 2.521], [-1.608, -0.664, -0.460], [-1.653, 0.854, 0.012], [-2.767, 1.567, -0.609], [-1.453, 0.992, 1.497], [-0.173, 1.818, -0.618], [0.038, 1.516, -1.892], [0.909, 1.504, 0.084], [-0.381, 3.125, -0.515], [-0.965, -1.421, 0.553], [1.037, -1.647, 1.568], [0.614, -1.786, 0.409], [1.077, -2.004, -0.675]], "forces_ev_per_angstrom": [[0.47, -0.66, 0.50], [-0.13, 1.06, -0.02], [-1.15, -0.15, -0.55], [1.35, -0.71, 0.76], [-0.20, 0.49, -1.13], [-0.74, -0.60, 0.26], [0.11, 0.06, -0.30], [0.44, -0.09, 0.14], [0.06, 0.52, 0.02], [1.06, -0.75, -0.07], [-0.42, -0.14, 0.40], [-0.01, 1.07, -0.52], [-0.85, -0.11, 0.52]], "lowdin_spin": [5.50, 0.01, 0.05, 0.01, 0.17, 0.00, 0.00, 0.00, 0.00, 0.11, 0.12, 0.02, 0.01], "gap_ev": [6.6, 9.0], "spin_multiplicity": 7, "homo_ev": [-3.105, -5.602], "charge": -1, "de_lowest_kj_mol": 0.0, "s2": 12.00, "e_lumo_ev": [3.49, 3.37]}

[6]
{"formula": "C5H17NO2", "method": "ωB97M-V with the def2-TZVPD basis set", "species": ["C", "C", "C", "C", "C", "N", "H", "H", "H", "H", "H", "H", "H", "H", "H", "H", "H", "H", "H", "H", "H", "O", "H", "H", "O"], "xyz": [[3.531, -0.876, 0.186], [0.464, -0.522, -1.144], [0.377, 0.659, -0.090], [-0.498, 0.404, 1.018], [2.028, 1.293, 0.153], [-0.824, -0.999, -1.568], [4.472, -0.390, 0.542], [3.038, -0.899, 1.258], [2.855, 0.172, -0.138], [0.911, -0.180, -2.148], [-0.448, 1.786, -1.105], [-0.168, -0.517, 1.504], [-0.229, 1.124, 1.745], [-1.481, 0.348, 0.683], [2.604, 2.434, 0.654], [3.787, -2.224, 0.287], [1.946, 1.381, 1.415], [-0.825, -1.911, -2.244], [-1.852, -1.083, -1.282], [-4.120, 1.038, -1.268], [-3.919, 0.216, 0.255], [-3.671, 0.172, -1.224], [-4.520, -0.372, 1.692], [0.645, -1.401, -0.458], [-4.102, 0.347, 1.276]], "forces_ev_per_angstrom": [[0.70, -2.54, 5.86], [-1.96, 1.30, 0.56], [2.07, 2.17, -5.91], [2.44, -0.60, 1.68], [-2.77, 2.38, 5.23], [-3.63, -4.07, -3.49], [-0.41, -0.21, -1.04], [0.63, 0.01, -1.72], [0.16, -0.96, -0.90], [0.68, -1.03, 2.10], [2.09, -2.13, 2.29], [-0.32, -0.47, -0.13], [-0.89, 1.11, 1.01], [-2.04, 0.13, -0.14], [-1.21, -2.79, -3.18], [-1.27, 4.08, -1.92], [-0.11, -1.59, -2.39], [0.94, 3.10, 2.02], [1.98, 1.71, 0.78], [0.35, -0.50, -0.36], [-0.27, -0.51, 0.64], [0.21, 0.51, 0.27], [-0.77, -1.42, 0.28], [2.18, 0.58, -0.76], [1.22, 1.73, -0.76]], "lowdin_charge": [-0.09, -0.31, -0.31, -0.12, 0.02, -0.05, 0.01, 0.02, -0.03, 0.15, 0.31, 0.11, 0.07, 0.05, 0.19, 0.17, 0.08, 0.15, 0.09, -0.05, -0.05, -0.36, -0.03, 0.14, -0.15], "gap_ev": 3.0, "homo_ev": -7.466, "de_lowest_kj_mol": 1719.9, "e_lumo_ev": -4.46}